Computed, not measured: C27H34CaCl2N5O3 as an isolated structure, with wB97M-V/def2-TZVPD.

The calculation puts the energy above the lowest of the compared OMol25 structures with the same formula, charge and spin at 0.0 kJ/mol. As for the net charge: -1. The calculated total energy is -85631.5406 eV. The HOMO energy (alpha / beta) is -0.589 / -3.525 eV.

XYZ file:
```
72
Properties=species:S:1:pos:R:3:mulliken_charge:R:1
O 0.352 1.323 -1.777 -0.166
C 0.100 1.517 -2.964 -0.750
C 1.040 2.265 -3.862 0.652
C 1.821 3.331 -3.364 -0.357
H 1.751 3.552 -2.292 0.380
C 2.664 4.037 -4.224 -0.475
H 3.249 4.864 -3.819 0.348
C 2.771 3.677 -5.576 -0.444
H 3.409 4.270 -6.225 0.337
C 2.087 2.551 -6.049 -0.602
H 2.216 2.227 -7.083 0.339
C 1.243 1.831 -5.190 -0.343
H 0.785 0.892 -5.517 0.252
H -0.950 0.430 -4.534 0.189
C -2.173 2.112 -3.809 -1.497
C -1.187 0.955 -3.598 1.166
H -3.139 1.659 -4.049 0.464
H -1.832 2.746 -4.639 0.361
H -2.232 2.718 -2.887 0.228
C -1.712 -0.098 -2.716 -0.929
C -3.079 -0.248 -2.224 -1.145
H -1.042 -0.949 -2.588 0.467
H -3.877 0.194 -2.849 0.389
H -3.171 0.163 -1.201 0.079
H -3.265 -1.334 -2.159 0.315
Ca 1.244 0.281 0.097 1.144
Cl 0.528 2.628 1.149 -0.706
Cl 2.175 -0.921 -2.120 -0.792
C -1.465 0.364 1.906 0.256
O -0.821 -0.468 1.237 -0.727
N -2.025 0.142 3.098 0.216
C -1.838 -1.128 3.790 -0.624
C -2.788 1.175 3.789 -0.774
H -1.579 1.395 1.561 0.483
H -1.337 -1.830 3.111 0.067
H -2.821 -1.526 4.098 0.334
H -1.233 -0.975 4.704 0.148
H -2.955 1.989 3.076 0.293
H -2.241 1.572 4.660 0.165
H -3.756 0.778 4.130 0.331
H 0.685 -5.538 1.118 0.303
H 2.786 -5.588 -1.167 0.306
C 0.292 -4.813 0.393 -0.832
C 1.927 -4.974 -1.488 -0.962
N 1.368 -4.211 -0.378 0.179
H -0.259 -4.024 0.906 0.148
C 1.843 -2.998 -0.067 -0.230
O 1.366 -2.218 0.773 -0.479
H 2.263 -4.267 -2.260 0.351
H 2.710 -2.687 -0.677 0.690
H -0.362 -5.365 -0.289 0.343
H 1.160 -5.645 -1.895 0.300
N -1.548 1.802 9.891 -0.536
C -0.938 1.500 8.941 0.078
C -0.189 1.130 7.773 0.334
C -0.221 1.936 6.630 -1.148
C 0.539 1.602 5.511 -0.427
C 1.325 0.441 5.542 1.882
C 1.345 -0.395 6.667 -0.425
C 0.577 -0.043 7.782 -1.029
N 2.069 0.075 4.402 0.261
C 2.770 -1.127 4.205 -0.173
C 3.142 -1.132 2.876 -0.929
N 2.700 0.042 2.262 -0.527
C 2.126 0.760 3.215 -0.494
H -0.831 2.833 6.631 0.513
H 0.519 2.236 4.624 0.357
H 1.957 -1.306 6.666 0.257
H 0.594 -0.700 8.657 0.413
H 2.922 -1.863 4.982 0.358
H 3.671 -1.908 2.337 0.439
H 1.707 1.746 3.111 0.608
```



Computed, not measured: C27H34ClF4IrN3O2PS as an isolated structure, with wB97M-V/def2-TZVPD.

As for the net charge: +1. The calculated total energy is -83462.8483 eV. Its spin multiplicity is 2. The HOMO energy (alpha / beta) is -9.455 / -10.350 eV.

XYZ file:
```
74
Properties=species:S:1:pos:R:3:mulliken_spin:R:1
Ir 0.534 0.285 0.467 -0.001
C 3.259 2.678 -1.180 0.000
C 1.830 2.628 -1.701 0.009
N 0.770 2.403 -0.698 -0.018
C -0.537 2.493 -1.371 -0.012
C -0.891 1.207 -2.109 0.033
C 0.886 3.368 0.406 0.002
C 0.038 2.984 1.621 -0.001
N 0.422 1.680 2.084 0.000
C 0.001 1.190 3.256 -0.001
C 0.667 0.062 3.811 0.001
F 1.738 -0.416 3.149 0.000
C 0.262 -0.550 4.977 0.000
F 0.930 -1.617 5.429 0.000
C -0.835 -0.086 5.691 0.000
C -1.508 1.011 5.178 0.000
F -2.603 1.458 5.805 0.000
C -1.103 1.650 4.021 0.000
F -1.851 2.679 3.573 0.000
H 3.938 2.604 -2.026 0.000
H 3.470 1.855 -0.506 0.001
H 3.476 3.611 -0.671 0.000
H 1.754 1.817 -2.427 -0.002
H 1.623 3.572 -2.230 0.000
H -0.554 3.339 -2.072 0.000
H -1.295 2.667 -0.608 0.000
H -0.232 1.026 -2.953 -0.012
H -1.910 1.263 -2.482 0.001
H -0.829 0.348 -1.423 -0.004
H 0.625 4.380 0.072 0.000
H 1.925 3.372 0.731 0.000
H -1.028 2.996 1.355 0.000
H 0.187 3.738 2.406 0.000
H -1.140 -0.554 6.611 0.000
O 0.499 -1.951 0.950 0.002
N 1.608 -2.626 1.062 0.005
C 1.524 -3.934 1.370 0.001
C 2.639 -4.726 1.491 0.000
C 3.901 -4.164 1.295 0.000
C 3.978 -2.833 0.967 -0.004
C 2.822 -2.054 0.848 0.000
S 2.958 -0.408 0.398 0.001
H 0.520 -4.303 1.507 0.000
H 2.520 -5.768 1.734 0.000
H 4.790 -4.764 1.383 0.000
H 4.923 -2.350 0.782 0.000
C -4.001 2.341 0.849 0.000
P -3.386 0.619 0.942 0.001
C -3.991 -0.048 2.531 0.000
C -4.242 -0.307 -0.382 0.000
O -1.898 0.528 0.820 0.009
H -5.082 2.353 0.936 0.000
H -3.717 2.791 -0.100 0.000
H -3.580 2.923 1.666 0.000
H -5.064 -0.220 2.506 0.000
H -3.767 0.661 3.325 0.000
H -3.471 -0.984 2.730 0.000
H -5.316 -0.148 -0.345 0.000
H -4.030 -1.365 -0.253 0.000
H -3.863 0.009 -1.351 0.000
Cl -0.316 -3.682 -7.592 0.031
C 0.218 -2.970 -6.125 0.236
C 1.304 -2.090 -6.137 -0.102
C 1.719 -1.502 -4.973 0.205
C 1.056 -1.759 -3.735 -0.019
C 1.461 -1.153 -2.569 0.426
C -0.048 -2.660 -3.765 0.195
C -0.451 -3.255 -4.931 -0.106
H 1.801 -1.874 -7.071 -0.004
H 2.555 -0.819 -4.977 0.006
H 2.314 -0.501 -2.550 -0.005
H 0.948 -1.340 -1.635 0.116
H -0.569 -2.869 -2.843 0.014
H -1.286 -3.938 -4.945 -0.004
```



Computed, not measured: C27H35BeClN4O4P2 as an isolated structure, with wB97M-V/def2-TZVPD.

The calculated total energy is -74204.4269 eV. The HOMO energy is -6.533 eV.

XYZ file:
```
74
Properties=species:S:1:pos:R:3:mulliken_charge:R:1
Be -1.076 1.461 -4.149 -0.734
C -1.440 3.752 -5.636 -0.164
C -1.462 4.515 -4.537 -0.365
C -2.691 5.227 -4.029 -0.958
C -3.989 4.385 -4.104 -1.629
C -3.777 2.908 -3.825 -0.353
C -3.175 1.901 -4.576 0.855
C -3.287 2.123 -6.071 -0.939
C -2.613 3.434 -6.501 -0.765
C -0.560 -0.647 -1.663 -0.427
H -0.496 3.369 -6.051 0.533
H -0.534 4.807 -4.020 0.459
H -2.804 6.138 -4.644 0.472
H -2.530 5.546 -2.987 0.367
H -4.651 4.796 -3.323 0.433
H -4.520 4.584 -5.035 0.515
H -4.212 2.602 -2.846 0.644
H -3.463 0.842 -4.245 -0.174
H -4.343 2.147 -6.410 0.316
H -2.826 1.285 -6.598 0.420
H -2.243 3.321 -7.532 0.481
H -3.318 4.276 -6.496 0.322
H 0.523 -0.885 -1.435 0.430
H -1.191 -1.512 -1.928 0.370
H -0.936 -0.103 -0.777 0.219
P -2.640 1.272 -0.621 0.254
P 0.075 2.651 -0.462 -0.099
N -4.086 0.379 -1.662 0.567
N -3.566 1.100 0.758 0.633
N 0.689 2.574 -2.212 0.214
N 1.441 3.579 0.081 0.444
C -2.657 3.081 -0.911 0.539
C -1.364 3.871 -0.657 -0.924
C -3.913 -0.798 -2.395 -0.880
C -5.130 -1.193 -2.960 -0.531
C -6.090 -0.211 -2.590 -0.826
C -5.424 0.731 -1.803 -0.463
C -3.753 -0.187 1.297 -0.547
C -4.341 -0.049 2.539 -0.597
C -4.549 1.354 2.766 -0.660
C -4.081 2.033 1.655 -0.370
C 0.695 1.415 -3.002 -0.720
C 0.803 1.715 -4.413 0.286
C 1.216 3.092 -4.381 -1.237
C 1.034 3.577 -3.103 -0.182
C 1.934 4.812 -0.366 -0.236
C 3.201 5.030 0.170 -0.867
C 3.519 3.896 0.987 -0.575
C 2.432 3.042 0.913 -0.554
H -3.507 3.534 -0.389 1.087
H -2.830 3.114 -1.994 -1.727
H -1.211 4.573 -1.490 0.358
H -1.477 4.538 0.216 0.482
H -2.926 -1.224 -2.439 0.231
H -5.300 -2.067 -3.564 0.482
H -7.133 -0.200 -2.866 0.470
H -5.859 1.606 -1.353 0.547
H -3.408 -1.027 0.723 0.391
H -4.573 -0.881 3.170 0.448
H -4.969 1.801 3.645 0.460
H -4.063 3.080 1.417 0.419
H 1.120 0.453 -2.658 0.640
H 1.288 0.956 -5.047 0.786
H 1.462 3.682 -5.268 0.540
H 1.284 4.561 -2.768 0.278
H 1.404 5.403 -1.087 0.563
H 3.817 5.909 0.006 0.422
H 4.408 3.746 1.577 0.449
H 2.288 2.060 1.308 0.541
O 2.044 -1.001 2.791 -0.634
Cl 2.897 -1.720 1.772 0.878
O 2.938 -3.162 2.049 -0.595
O 2.390 -1.459 0.392 -0.635
O -0.955 0.357 -2.919 0.122
```



Computed, not measured: C27H35ClN2O2OsSi as an isolated structure, with wB97M-V/def2-TZVPD.

The calculation puts the energy above the lowest of the compared OMol25 structures with the same formula, charge and spin at 0.0 kJ/mol. The calculated total energy is -58510.1562 eV. The HOMO energy (alpha / beta) is -7.572 / -7.567 eV.

XYZ file:
```
69
Properties=species:S:1:pos:R:3:mulliken_charge:R:1
Os 0.567 -0.681 -0.653 0.803
O -1.400 2.843 -1.364 -0.681
C -0.684 2.203 -0.616 -0.075
O -0.666 0.897 -0.598 -0.677
C 0.227 2.889 0.364 0.368
C 0.830 2.196 1.407 1.122
C 1.660 2.860 2.299 -0.961
C 1.896 4.219 2.145 -0.437
C 1.292 4.915 1.105 -0.602
C 0.454 4.253 0.222 -0.675
H 0.632 1.137 1.523 -0.252
H 2.116 2.320 3.119 0.438
H 2.546 4.737 2.838 0.386
H 1.472 5.975 0.987 0.392
H -0.039 4.777 -0.586 0.475
N 1.666 -1.639 0.221 0.100
C 2.661 -1.968 1.132 -0.021
C 3.288 -3.208 1.036 -0.242
C 4.262 -3.555 1.958 -0.704
C 4.619 -2.670 2.966 -0.380
C 3.994 -1.431 3.055 -0.712
C 3.011 -1.079 2.147 0.243
H 2.995 -3.884 0.243 0.439
H 4.746 -4.520 1.888 0.374
H 5.382 -2.944 3.683 0.388
H 4.272 -0.740 3.840 0.391
H 2.509 -0.121 2.204 0.221
C -0.426 -3.989 0.049 -1.277
Si -1.168 -2.259 -0.052 0.292
C -2.450 -2.298 -1.484 2.375
C -3.673 -3.131 -1.077 -2.031
C -1.786 -2.981 -2.690 -1.920
C -2.937 -0.917 -1.932 -1.477
C -1.900 -1.872 1.678 2.261
C -2.795 -0.629 1.649 -1.628
C -2.700 -3.065 2.222 -1.832
C -0.744 -1.615 2.655 -1.574
H -1.201 -4.759 0.086 0.382
H 0.187 -4.081 0.948 0.278
H 0.214 -4.187 -0.812 0.284
H -3.400 -4.117 -0.692 0.348
H -4.314 -3.287 -1.952 0.542
H -4.274 -2.625 -0.319 0.356
H -1.543 -4.025 -2.486 0.344
H -0.864 -2.472 -2.983 0.250
H -2.470 -2.961 -3.546 0.498
H -3.320 -0.311 -1.111 0.262
H -3.738 -1.036 -2.671 0.625
H -2.139 -0.346 -2.403 0.037
H -3.697 -0.791 1.056 0.294
H -2.270 0.234 1.234 0.083
H -3.114 -0.375 2.666 0.514
H -3.565 -3.308 1.604 0.301
H -3.071 -2.828 3.225 0.518
H -2.083 -3.962 2.306 0.349
H -0.195 -0.709 2.396 -0.084
H -0.026 -2.440 2.678 0.260
H -1.141 -1.492 3.669 0.592
Cl 4.232 -0.147 -4.860 -0.218
C 2.667 0.325 -4.301 0.030
C 1.862 1.159 -5.062 -0.161
C 0.622 1.494 -4.557 -1.221
C 0.227 1.005 -3.322 0.099
N 1.012 0.197 -2.598 0.088
C 2.214 -0.147 -3.088 -0.383
H 2.206 1.524 -6.020 0.448
H -0.046 2.142 -5.104 0.433
H -0.724 1.277 -2.891 0.428
H 2.812 -0.821 -2.491 0.512
```



Computed, not measured: C27H35CoIN4P2 as an isolated structure, with wB97M-V/def2-TZVPD.

The calculated total energy is -98824.1591 eV. Its spin multiplicity is 4. The HOMO energy (alpha / beta) is -5.909 / -7.529 eV.

XYZ file:
```
70
Properties=species:S:1:pos:R:3:mulliken_spin:R:1
Co -0.531 1.071 -2.760 1.983
C -1.765 1.502 -6.639 -0.010
C -1.754 0.165 -6.532 -0.001
C -0.803 -0.767 -7.195 0.002
C 0.641 -0.247 -7.384 -0.006
C 1.264 0.438 -6.191 0.057
C 0.908 1.609 -5.594 0.311
C 0.303 2.771 -6.277 0.051
C -0.768 2.361 -7.322 0.011
C 1.080 0.620 -0.818 0.187
H -2.646 2.059 -6.321 -0.001
H -2.643 -0.336 -6.139 0.000
H -1.198 -1.030 -8.193 -0.001
H -0.777 -1.717 -6.640 -0.001
H 1.270 -1.130 -7.610 0.003
H 0.708 0.384 -8.288 0.002
H 2.256 0.027 -5.927 -0.001
H 1.374 1.846 -4.639 -0.359
H 1.098 3.368 -6.759 -0.002
H -0.165 3.431 -5.532 0.012
H -1.262 3.278 -7.682 0.000
H -0.305 1.878 -8.191 0.000
H 0.139 1.219 -0.926 -0.011
H 1.897 1.301 -0.516 0.012
H 0.926 -0.130 -0.024 0.003
P 1.416 -0.222 -2.410 -0.074
P -1.686 -0.831 -2.712 0.109
N 2.697 0.854 -2.983 0.060
N 2.415 -1.469 -1.591 0.024
N -2.484 0.285 -3.940 0.011
N -2.921 -1.799 -2.050 0.037
C 0.808 -1.267 -3.819 0.475
C -0.616 -1.880 -3.737 -0.056
C 2.761 2.223 -2.685 0.020
C 3.887 2.749 -3.292 0.000
C 4.504 1.694 -4.031 0.024
C 3.751 0.539 -3.839 -0.011
C 3.426 -1.091 -0.703 0.003
C 4.184 -2.209 -0.411 0.001
C 3.643 -3.297 -1.159 0.005
C 2.551 -2.820 -1.868 0.003
C -1.851 1.614 -3.860 0.365
C -2.872 2.599 -3.763 0.126
C -4.092 1.918 -3.892 -0.022
C -3.841 0.546 -3.975 0.086
C -4.198 -2.190 -2.487 0.011
C -4.847 -2.842 -1.447 0.001
C -3.919 -2.923 -0.354 0.006
C -2.754 -2.289 -0.742 0.003
H 1.559 -2.047 -3.996 0.015
H 0.829 -0.609 -4.708 -0.139
H -1.054 -1.991 -4.744 0.011
H -0.586 -2.875 -3.263 -0.005
H 2.013 2.698 -2.072 0.004
H 4.226 3.771 -3.207 0.000
H 5.389 1.766 -4.638 0.002
H 3.874 -0.472 -4.212 -0.001
H 3.496 -0.074 -0.339 0.002
H 5.022 -2.211 0.264 0.000
H 4.016 -4.302 -1.191 0.000
H 1.854 -3.321 -2.529 0.000
H -0.914 1.737 -4.451 -0.429
H -2.680 3.634 -3.496 -0.007
H -5.079 2.365 -3.916 0.002
H -4.521 -0.258 -4.193 0.010
H -4.524 -2.005 -3.498 0.001
H -5.866 -3.213 -1.445 0.001
H -4.098 -3.389 0.604 0.000
H -1.822 -2.135 -0.221 0.001
I -2.241 1.645 -0.805 0.084
```



Computed, not measured: C27H35FN7O4PtS2 as an isolated structure, with wB97M-V/def2-TZVPD.

The calculation puts the energy above the lowest of the compared OMol25 structures with the same formula, charge and spin at 0.0 kJ/mol. As for the net charge: +3. The calculated total energy is -74799.7856 eV. The HOMO energy is -15.899 eV.

XYZ file:
```
77
Properties=species:S:1:pos:R:3:mulliken_charge:R:1
Pt 0.285 -2.841 -0.354 2.576
N 3.064 -2.609 2.898 -0.398
C 2.378 -2.699 1.762 0.734
S 0.619 -2.792 1.924 -0.534
N 3.055 -2.729 0.636 -1.586
N 2.274 -2.829 -0.465 0.939
C 2.766 -2.784 -1.653 -0.549
C 1.827 -2.828 -2.774 0.695
C 2.215 -2.830 -4.098 -0.857
C 1.228 -2.883 -5.080 -0.376
C -0.103 -2.939 -4.712 -0.937
C -0.433 -2.938 -3.363 -0.201
N 0.514 -2.871 -2.434 -0.314
H 2.607 -2.616 3.794 0.212
H 4.072 -2.589 2.867 0.259
H 3.838 -2.703 -1.791 0.573
H 3.264 -2.800 -4.358 0.546
H 1.508 -2.891 -6.125 0.471
H -0.890 -2.998 -5.450 0.495
H -1.453 -3.021 -3.010 0.639
C -4.076 3.072 1.698 -0.989
C -3.729 2.820 0.242 -1.046
N -2.585 1.887 0.096 0.251
C -2.849 0.600 -0.088 -0.438
C -1.894 -0.392 -0.226 -0.168
C -2.472 -1.765 -0.450 0.159
O -3.643 -1.885 -0.693 -0.632
O -1.706 -2.832 -0.283 -1.118
C -0.543 -0.017 -0.211 1.745
O 0.456 -0.805 -0.434 -0.934
C -0.242 1.373 0.023 0.789
C 1.086 1.820 0.102 -0.593
C 1.363 3.133 0.316 0.159
F 2.654 3.502 0.352 -0.332
C 0.353 4.117 0.477 -1.139
C -0.957 3.663 0.419 -0.549
C -1.267 2.318 0.178 -0.507
N 0.633 5.465 0.706 0.184
C -0.197 6.503 0.108 -0.696
C -0.533 7.557 1.162 -0.735
N 0.654 7.706 2.091 -0.127
C 1.939 7.428 1.367 -0.848
C 1.990 5.945 0.994 -0.685
H -4.917 3.761 1.759 0.393
H -3.237 3.501 2.247 0.319
H -4.367 2.146 2.193 0.349
H -3.483 3.734 -0.294 0.503
H -4.562 2.368 -0.291 0.475
H -3.892 0.316 -0.152 0.625
H 1.904 1.125 -0.025 0.608
H -1.759 4.360 0.601 0.747
H -1.123 6.096 -0.286 0.472
H 0.320 6.959 -0.742 0.325
H -1.383 7.275 1.779 0.427
H -0.725 8.530 0.713 0.378
H 0.560 7.050 2.868 0.382
H 0.665 8.643 2.499 0.357
H 2.771 7.694 2.014 0.416
H 1.950 8.087 0.502 0.366
H 2.401 5.375 1.826 0.515
H 2.674 5.843 0.148 0.404
C 2.111 -6.151 0.960 -0.972
C 1.270 -6.193 -0.302 -0.834
S -0.149 -5.101 -0.428 1.013
O -0.787 -5.372 -1.704 -0.645
C -1.215 -5.549 0.956 -0.396
C -2.178 -6.645 0.521 -1.244
H 2.922 -6.868 0.843 0.423
H 1.542 -6.450 1.838 0.366
H 2.558 -5.177 1.137 0.175
H 0.785 -7.165 -0.434 0.583
H 1.826 -5.979 -1.216 0.428
H -1.728 -4.636 1.252 0.359
H -0.547 -5.856 1.761 0.399
H -2.764 -6.334 -0.340 0.379
H -2.852 -6.834 1.355 0.419
H -1.663 -7.576 0.285 0.348
```